# 1
6 unconnected molecules or ions with the total composition H12O6. Source: the OMol25 dataset; level of theory: wB97M-V/def2-TZVPD.

SMILES	O.O.O.O.O.O
M	108.09	Da
energy above the lowest of the compared OMol25 structures with the same formula, charge and spin	42.3	kcal per mole
frontier orbital gap	0.413	Eh
HOMO level	-10.99	eV

XYZ file:
```
18
Properties=species:S:1:pos:R:3:mulliken_charge:R:1
O 0.931 -0.199 0.113 -0.6154
H 1.475 0.594 0.051 0.3162
H 0.045 0.106 -0.111 0.2914
O 3.543 -2.403 1.793 -0.6281
H 3.479 -2.965 2.573 0.3140
H 4.403 -1.977 1.881 0.3193
O -2.286 -0.152 -2.679 -0.6054
H -2.608 -1.018 -2.956 0.3045
H -3.015 0.445 -2.882 0.3113
O -0.171 3.337 -2.947 -0.6285
H -0.570 2.631 -2.425 0.3074
H -0.896 3.666 -3.490 0.3178
O 2.080 0.584 2.833 -0.6073
H 1.817 -0.340 2.909 0.3308
H 2.364 0.672 1.916 0.2734
O -3.601 -1.368 1.036 -0.6377
H -4.242 -0.678 1.240 0.3186
H -2.747 -0.934 1.145 0.3177
```

# 2
A gas-phase ion, C5H8O3 (charge -2). Source: the OMol25 dataset; level of theory: wB97M-V/def2-TZVPD.

total charge	-2
SMILES	O=C([O-])CCCC[O-]
M	116.12	Da
energy above the lowest of the compared OMol25 structures with the same formula, charge and spin	0.4	kcal per mole
frontier orbital gap	0.236	Eh
HOMO level	0.39	eV

XYZ file:
```
16
Properties=species:S:1:pos:R:3:mulliken_charge:R:1
O 0.725 -0.281 2.761 -0.7441
C 0.077 0.677 2.262 0.3489
O -0.064 1.820 2.770 -0.7661
C -0.624 0.381 0.923 -0.5031
C 0.282 0.164 -0.300 -0.4256
C -0.496 -0.286 -1.549 -0.3951
C 0.343 -1.099 -2.576 -0.4955
O -0.060 -0.969 -3.871 -0.9395
H -1.238 -0.508 1.110 0.3411
H -1.341 1.180 0.703 0.2381
H 0.758 1.136 -0.456 0.1906
H 1.006 -0.625 -0.089 0.3153
H -0.933 0.535 -2.125 0.2511
H -1.320 -0.932 -1.227 0.2953
H 1.422 -0.853 -2.432 0.1723
H 0.266 -2.173 -2.239 0.1164
```

# 3
A gas-phase ion, C4H9N2OS (charge -1). Source: the OMol25 dataset; level of theory: wB97M-V/def2-TZVPD.

total charge	-1
SMILES	CNC(=O)[C@@H](N)C[S-]
M	133.20	Da
energy above the lowest of the compared OMol25 structures with the same formula, charge and spin	33.3	kcal per mole
frontier orbital gap	0.221	Eh
HOMO level	-2.54	eV

XYZ file:
```
17
Properties=species:S:1:pos:R:3:mulliken_charge:R:1
C 2.158 0.592 -0.648 -0.8359
N 1.470 -0.692 -0.878 -0.2235
C 0.037 -0.631 -0.765 0.1839
O -0.586 -1.436 -1.430 -0.6187
C -0.695 0.243 0.247 0.2393
N -1.914 0.691 -0.372 -0.7688
C -0.934 -0.770 1.425 -0.8509
S -1.327 0.259 2.936 -0.6667
H 1.534 1.446 -0.383 0.2966
H 2.947 0.500 0.092 0.2691
H 2.687 1.043 -1.518 0.3091
H 1.810 -0.990 -1.771 0.2928
H -0.165 1.144 0.550 0.3379
H -2.632 -0.020 -0.466 0.2287
H -2.484 1.328 0.168 0.2870
H -1.839 -1.305 1.168 0.2211
H -0.067 -1.403 1.647 0.2991
```

# 4
2 unconnected molecules or ions with the total composition CH3NS2. Source: the OMol25 dataset; level of theory: wB97M-V/def2-TZVPD.

M	93.18	Da
energy above the lowest of the compared OMol25 structures with the same formula, charge and spin	83.3	kcal per mole
frontier orbital gap	0.305	Eh
HOMO level	-8.76	eV

XYZ file:
```
7
Properties=species:S:1:pos:R:3:mulliken_charge:R:1
C -0.407 0.014 0.112 -0.6449
N -1.461 -0.301 0.998 -0.0396
S -1.692 0.937 2.156 -0.0470
S -1.158 -1.004 2.604 -0.0551
H 0.071 -0.842 -0.441 0.2656
H -0.738 0.662 -0.579 0.3293
H 0.909 0.433 0.757 0.1917
```

# 5
A molecular structure, C40H47FeGeN7O4S2Si. Source: the OMol25 dataset; level of theory: wB97M-V/def2-TZVPD.

M	910.54	Da
energy above the lowest of the compared OMol25 structures with the same formula, charge and spin	38.9	kcal per mole
frontier orbital gap (alpha / beta)	0.243 / 0.246	Eh
HOMO level (alpha / beta)	-7.32 / -7.37	eV

XYZ file:
```
103
Properties=species:S:1:pos:R:3:mulliken_charge:R:1
Fe -0.805 1.131 -0.540 -1.2302
N 1.652 2.941 3.005 -0.2269
C 0.686 2.497 2.159 0.0416
S 0.277 0.776 2.367 -0.2285
N 0.083 3.359 1.429 -1.5196
N -0.771 2.896 0.449 1.4940
C -1.384 3.840 -0.160 -0.9933
C -2.168 3.481 -1.324 0.7820
C -2.962 4.396 -1.999 -0.9935
C -3.639 3.979 -3.128 -0.4924
C -3.498 2.662 -3.533 -0.9900
C -2.690 1.810 -2.800 -0.1353
N -2.025 2.204 -1.716 0.6066
H 1.921 2.353 3.773 0.2736
H 1.746 3.940 3.108 0.2703
H -1.268 4.871 0.157 0.4369
H -3.032 5.412 -1.636 0.5055
H -4.264 4.665 -3.684 0.4309
H -4.005 2.286 -4.410 0.4876
H -2.564 0.779 -3.087 0.3181
C 0.298 -4.714 2.532 -0.5891
C 0.421 -4.475 1.170 -0.6713
C 0.720 -3.199 0.721 -0.3889
C 0.912 -2.144 1.618 0.5374
C 0.798 -2.406 2.983 -0.0306
C 0.488 -3.680 3.437 -0.7289
Si 1.236 -0.462 0.878 0.1135
C 3.015 -0.065 0.544 0.8751
C 3.873 0.359 1.558 -0.1713
C 5.218 0.584 1.300 -0.9774
C 5.723 0.382 0.024 -0.5774
C 4.882 -0.047 -0.994 -0.5655
C 3.538 -0.266 -0.734 -0.0077
H 0.047 -5.706 2.887 0.4091
H 0.263 -5.277 0.460 0.4401
H 0.773 -3.015 -0.350 0.2081
H 0.932 -1.607 3.704 0.3935
H 0.387 -3.865 4.499 0.4091
H 0.385 -0.512 -0.338 0.2178
H 3.488 0.520 2.559 0.3471
H 5.873 0.922 2.093 0.4351
H 6.770 0.568 -0.179 0.4268
H 5.272 -0.192 -1.994 0.4407
H 2.882 -0.573 -1.541 0.0243
O 0.602 3.026 -2.933 -0.7505
C 1.321 2.600 -2.037 -0.4550
O 0.999 1.743 -1.136 0.5277
C 2.759 3.057 -1.936 0.0036
C 3.371 3.176 -0.693 0.5551
C 4.698 3.559 -0.601 -0.3981
C 5.396 3.792 -1.773 -0.2086
C 4.811 3.692 -3.023 -0.7380
C 3.474 3.336 -3.095 -0.6482
N 6.825 4.139 -1.684 1.0369
O 7.425 4.343 -2.720 -0.6343
O 7.327 4.194 -0.578 -0.6183
H 2.805 2.949 0.199 0.4066
H 5.198 3.656 0.350 0.4896
H 5.398 3.891 -3.907 0.5214
H 2.969 3.268 -4.049 0.5100
N 1.737 -4.376 -4.227 -0.3019
C 0.419 -4.126 -4.305 -0.2580
S -0.635 -5.098 -5.101 -0.3335
C -0.010 -2.866 -3.627 0.7262
C -1.249 -2.783 -3.008 -1.0604
C -1.596 -1.612 -2.359 -0.9934
N -0.797 -0.544 -2.297 0.3509
C 0.372 -0.606 -2.940 -0.7903
C 0.807 -1.739 -3.605 -0.7336
H 2.088 -5.222 -4.644 0.2141
H 2.334 -3.858 -3.605 0.1777
H -1.925 -3.626 -3.033 0.4568
H -2.554 -1.518 -1.864 1.0391
H 0.978 0.288 -2.902 0.6700
H 1.757 -1.721 -4.123 0.7141
C -5.092 -4.754 1.885 -1.4519
C -3.775 -4.067 1.546 0.0030
C -3.946 -2.591 1.197 -0.9732
C -2.627 -1.898 0.874 0.5301
Ge -2.793 0.028 0.345 1.3683
C -3.892 0.918 1.758 -1.1575
C -3.217 1.289 3.077 -0.3585
C -2.739 0.086 3.882 0.8721
C -2.085 0.484 5.199 -1.4952
H -4.950 -5.810 2.121 0.4146
H -5.792 -4.690 1.049 0.3220
H -5.567 -4.281 2.747 0.3115
H -3.294 -4.579 0.706 0.2758
H -3.081 -4.153 2.390 0.1896
H -4.435 -2.084 2.036 0.2099
H -4.635 -2.498 0.349 0.3295
H -2.117 -2.447 0.076 0.3685
H -1.958 -1.972 1.737 -0.4647
H -3.884 -0.049 -0.798 -0.2909
H -4.772 0.300 1.965 0.4954
H -4.275 1.824 1.276 0.4274
H -3.917 1.853 3.706 0.5717
H -2.372 1.963 2.890 -0.1576
H -2.036 -0.501 3.287 -0.6610
H -3.592 -0.573 4.077 0.4641
H -1.203 1.106 5.021 0.1662
H -1.767 -0.388 5.773 0.3569
H -2.773 1.061 5.820 0.4490
```

# 6
3 unconnected molecules or ions with the total composition C32H47N3O4S. Source: the OMol25 dataset; level of theory: wB97M-V/def2-TZVPD.

M	569.81	Da
energy above the lowest of the compared OMol25 structures with the same formula, charge and spin	29.9	kcal per mole
frontier orbital gap (alpha / beta)	0.316 / 0.293	Eh
HOMO level (alpha / beta)	-7.97 / -7.97	eV
multiplicity	3

XYZ file:
```
87
Properties=species:S:1:pos:R:3:mulliken_charge:R:1
O -1.557 -6.987 5.402 -0.4926
C -1.666 -6.483 4.298 0.0077
C -1.674 -4.967 4.084 -0.7856
C -2.964 -4.564 3.389 0.2087
C -2.978 -3.971 2.156 -0.7558
C -4.159 -3.640 1.516 -0.6466
C -5.341 -3.911 2.159 0.9332
C -5.364 -4.488 3.421 -0.2878
C -4.174 -4.808 4.033 -0.1421
N -6.609 -4.744 4.072 0.0854
O -6.451 -5.300 5.324 -0.4745
C -7.541 -5.460 3.264 -0.0038
C -8.192 -6.589 3.739 -0.4644
C -9.082 -7.245 2.910 -0.6050
C -9.363 -6.794 1.647 -0.4637
C -8.732 -5.663 1.168 -0.5933
C -7.830 -5.024 1.984 0.7625
S -6.941 -3.569 1.437 -0.2948
H -1.743 -7.179 3.429 0.3890
H -0.799 -4.652 3.502 0.3832
H -1.641 -4.510 5.081 0.2839
H -2.059 -3.733 1.618 0.2285
H -4.174 -3.179 0.533 0.4249
H -4.123 -5.254 5.023 0.4987
H -6.053 -6.186 5.248 0.3140
H -7.997 -6.936 4.747 0.4025
H -9.547 -8.141 3.317 0.3451
H -10.063 -7.348 1.026 0.3666
H -8.892 -5.256 0.173 0.3892
C 2.296 1.332 0.353 -1.7995
C 1.862 -0.158 0.351 2.2790
C 2.209 -0.825 -0.991 -1.5124
C 1.246 -0.515 -2.135 -0.2294
C -0.201 -0.728 -1.702 -1.3056
C -0.545 0.058 -0.435 1.8966
N 0.406 -0.239 0.675 0.3877
O 0.143 -1.429 1.137 -0.5834
C -0.552 1.561 -0.775 -1.6096
C -1.986 -0.238 -0.024 -1.8446
C 2.734 -0.827 1.416 -1.9950
H 1.552 1.968 0.832 0.2868
H 3.216 1.490 0.914 0.4953
H 2.472 1.717 -0.652 0.2100
H 2.226 -1.912 -0.860 0.4597
H 3.222 -0.540 -1.286 0.3272
H 1.397 0.506 -2.496 0.0881
H 1.470 -1.167 -2.983 0.4271
H -0.873 -0.439 -2.513 0.4473
H -0.369 -1.797 -1.534 0.3194
H -0.775 2.165 0.106 0.3667
H -1.324 1.772 -1.518 0.4324
H 0.378 1.922 -1.207 0.0496
H -2.158 -1.299 0.160 0.2204
H -2.676 0.063 -0.812 0.4132
H -2.256 0.313 0.879 0.4644
H 2.516 -0.442 2.413 0.4708
H 3.786 -0.634 1.204 0.4965
H 2.617 -1.911 1.437 0.3335
C 6.204 6.756 -2.031 -1.7824
C 5.779 5.262 -2.044 2.0949
C 6.137 4.604 -3.388 -1.3770
C 5.178 4.912 -4.536 -0.5041
C 3.730 4.688 -4.111 -1.1862
C 3.374 5.466 -2.843 1.8028
N 4.322 5.171 -1.728 0.1806
O 4.065 3.978 -1.276 -0.4131
C 3.357 6.971 -3.174 -1.9362
C 1.931 5.156 -2.442 -1.6072
C 6.648 4.594 -0.976 -2.0077
H 5.453 7.383 -1.552 0.3158
H 7.120 6.911 -1.462 0.4992
H 6.384 7.147 -3.034 0.3350
H 6.160 3.516 -3.261 0.4078
H 7.149 4.896 -3.676 0.3444
H 5.324 5.936 -4.892 0.3028
H 5.411 4.265 -5.384 0.4045
H 3.061 4.975 -4.924 0.4332
H 3.569 3.617 -3.948 0.2360
H 3.125 7.568 -2.291 0.3711
H 2.588 7.180 -3.921 0.4267
H 4.287 7.341 -3.599 0.3918
H 1.765 4.093 -2.265 0.0772
H 1.249 5.458 -3.237 0.4104
H 1.652 5.701 -1.538 0.4725
H 6.421 4.973 0.021 0.4675
H 7.700 4.793 -1.180 0.5023
H 6.536 3.510 -0.961 0.3320
```

# 7
A molecular structure, C6H14O3. Source: the OMol25 dataset; level of theory: wB97M-V/def2-TZVPD.

M	134.18	Da
energy above the lowest of the compared OMol25 structures with the same formula, charge and spin	94.1	kcal per mole
frontier orbital gap (alpha / beta)	0.312 / 0.312	Eh
HOMO level (alpha / beta)	-8.41 / -8.41	eV

XYZ file:
```
23
Properties=species:S:1:pos:R:3:mulliken_charge:R:1
C 0.408 -0.821 1.951 0.2933
C -0.580 1.366 0.181 -0.7275
C -0.706 -1.798 2.053 -1.2447
C 1.585 -1.076 1.288 -0.8654
O 0.696 1.835 0.494 -0.5207
H 1.279 1.576 -0.234 0.3944
H 0.291 0.109 2.495 0.4124
H -1.159 1.240 1.095 0.3253
H -1.119 2.057 -0.479 0.3736
H -0.711 -2.231 3.059 0.3936
H -0.589 -2.622 1.346 0.3591
H -1.674 -1.325 1.897 0.2936
H 1.287 -0.671 -0.115 0.2261
H 1.836 -2.117 1.097 0.3799
H 2.447 -0.466 1.517 0.3063
C -0.467 1.248 -3.022 -0.6675
C -0.474 -0.001 -0.990 0.4499
O -1.174 0.402 -2.123 -0.4354
O 0.814 -0.287 -1.177 -0.7203
H -1.072 -0.806 -0.547 0.1693
H -0.188 2.192 -2.547 0.2881
H 0.427 0.753 -3.401 0.2650
H -1.157 1.444 -3.839 0.2515
```

# 8
CH6N4S in the gas phase. Source: the OMol25 dataset; level of theory: wB97M-V/def2-TZVPD.

SMILES	CN(S)/N=N/N
M	106.15	Da
energy above the lowest of the compared OMol25 structures with the same formula, charge and spin	58.4	kcal per mole
frontier orbital gap	0.348	Eh
HOMO level	-8.54	eV

XYZ file:
```
12
Properties=species:S:1:pos:R:3:mulliken_charge:R:1
C -0.834 1.141 -0.001 -0.7536
N -1.107 -0.206 0.450 -0.0434
S -2.610 -0.874 -0.167 -0.1568
N 0.112 -1.213 0.308 -0.2247
N 1.129 -0.564 -0.033 0.1661
N 2.284 -1.270 -0.173 -0.5577
H -0.430 1.034 -0.951 0.3483
H -1.833 1.671 -0.227 0.2814
H -0.085 1.542 0.642 0.2798
H -2.952 -1.378 1.036 0.1508
H 2.075 -2.249 -0.298 0.2710
H 3.013 -0.785 -0.709 0.2388
```

The lowest M belongs to which entry?
CH3NS2